P) {
  "formula": "C6H9N",
  "method": "ωB97M-V with the def2-TZVPD basis set",
  "symbols": ["N", "C", "C", "C", "C", "C", "C", "H", "H", "H", "H", "H", "H", "H", "H", "H"],
  "positions_angstrom": [[1.66, 2.08, 0.27], [1.19, 0.75, -0.15], [1.49, 1.79, -1.15], [-1.78, -3.15, 0.64], [-0.25, 0.69, 0.36], [-0.79, -0.65, 0.62], [-1.23, -1.78, 0.64], [-0.92, 1.17, -0.37], [0.64, 2.28, -1.62], [-0.05, 1.49, 1.12], [-1.44, -3.73, 1.50], [-2.88, -3.13, 0.67], [2.63, 2.14, 0.58], [1.82, -0.13, -0.04], [2.39, 1.72, -1.75], [-1.50, -3.70, -0.27]],
  "spin_multiplicity": 1,
  "homo_lumo_gap_ev": 10.33,
  "homo_energy_ev": -9.2
}


Q) {
  "formula": "C6H9N",
  "method": "ωB97M-V with the def2-TZVPD basis set",
  "symbols": ["N", "C", "C", "C", "C", "C", "C", "H", "H", "H", "H", "H", "H", "H", "H", "H"],
  "positions_angstrom": [[1.62, 0.87, -0.32], [1.82, -0.62, 0.02], [0.30, 0.77, 0.29], [-1.10, 1.36, -0.07], [-1.84, 0.18, -0.24], [0.27, -0.66, -0.21], [-1.18, -1.10, 0.12], [-2.89, 0.27, -0.39], [2.32, 1.47, 0.09], [-1.39, 2.41, -0.13], [-1.71, -1.85, -0.61], [0.25, 0.67, 1.42], [0.38, -0.63, -1.30], [-1.43, -1.24, 1.20], [2.39, -1.09, -0.85], [2.20, -0.80, 1.00]],
  "spin_multiplicity": 1,
  "homo_lumo_gap_ev": 10.00,
  "homo_energy_ev": -8.8
}


Most favorable structure: P). The second most favorable one is 0.0165 hartree above it.


P) {
  "formula": "C6H9N",
  "method": "ωB97M-V with the def2-TZVPD basis set",
  "symbols": ["N", "C", "C", "C", "C", "C", "C", "H", "H", "H", "H", "H", "H", "H", "H", "H"],
  "positions_angstrom": [[-1.97, 0.34, -0.59], [0.06, -1.02, -0.40], [1.64, 0.58, -0.03], [0.27, 1.12, 0.34], [1.43, -0.54, -0.66], [-0.42, -1.10, 0.88], [-0.74, 0.04, 0.13], [2.62, 1.04, 0.30], [-0.50, -1.83, -1.06], [-1.21, -1.88, 0.93], [0.15, 2.12, -0.26], [0.32, -1.07, 1.68], [2.21, -1.20, -1.18], [0.06, 1.53, 1.33], [-1.48, 0.79, -1.44], [-2.44, 1.08, 0.03]],
  "spin_multiplicity": 1,
  "homo_lumo_gap_ev": 10.01,
  "homo_energy_ev": -8.9
}


Q) {
  "formula": "C6H9N",
  "method": "ωB97M-V with the def2-TZVPD basis set",
  "symbols": ["N", "C", "C", "C", "C", "C", "C", "H", "H", "H", "H", "H", "H", "H", "H", "H"],
  "positions_angstrom": [[1.55, -1.77, 0.16], [1.41, -0.94, -0.88], [0.04, -0.51, -1.23], [-1.05, 1.62, 0.00], [-1.62, 2.81, 0.63], [0.67, -2.14, 1.09], [-0.54, 0.65, -0.52], [-2.11, 2.57, 1.58], [-0.83, 3.54, 0.85], [-2.35, 3.31, -0.01], [-0.61, -1.38, -1.03], [2.30, -0.69, -1.44], [2.43, -2.28, 0.13], [-0.16, -1.49, 1.27], [0.87, -3.01, 1.70], [0.01, -0.31, -2.31]],
  "spin_multiplicity": 1,
  "homo_lumo_gap_ev": 7.72,
  "homo_energy_ev": -6.7
}


R) {
  "formula": "C6H9N",
  "method": "ωB97M-V with the def2-TZVPD basis set",
  "symbols": ["N", "C", "C", "C", "C", "C", "C", "H", "H", "H", "H", "H", "H", "H", "H", "H"],
  "positions_angstrom": [[1.11, -1.44, -0.87], [0.27, -0.49, -0.16], [-0.37, 2.53, 1.52], [1.34, -1.20, 0.55], [0.49, 0.98, -0.47], [0.02, 1.84, 0.62], [-1.17, -0.91, 0.05], [2.29, -0.71, 0.77], [-0.01, 1.26, -1.40], [0.61, -2.31, -1.03], [-1.68, -0.23, 0.75], [-0.72, 3.17, 2.31], [0.98, -1.88, 1.32], [-1.24, -1.93, 0.45], [-1.71, -0.88, -0.90], [1.56, 1.13, -0.62]],
  "spin_multiplicity": 1,
  "homo_lumo_gap_ev": 10.60,
  "homo_energy_ev": -9.6
}


Most favorable structure: R). The second most favorable one is 0.0202 hartree above it.


P) {
  "formula": "C4H12N2O2",
  "method": "ωB97M-V with the def2-TZVPD basis set",
  "symbols": ["O", "O", "N", "N", "C", "C", "C", "C", "H", "H", "H", "H", "H", "H", "H", "H", "H", "H", "H", "H"],
  "positions_angstrom": [[-2.31, 3.05, -1.97], [1.74, -1.00, 3.12], [-1.85, -1.37, -0.68], [0.84, 0.61, -2.10], [0.66, -0.48, 0.68], [-0.35, 0.24, 0.44], [-0.45, 1.27, -2.01], [-0.60, -0.94, -0.49], [0.24, 1.40, -1.06], [-1.07, 1.00, 0.75], [1.27, 1.16, -2.86], [-0.83, 2.19, -2.54], [0.18, -1.65, -1.22], [-2.51, -0.93, -0.06], [-1.37, 0.70, -2.05], [1.18, -0.65, 1.80], [3.09, -3.91, 4.07], [2.45, -0.90, 3.74], [2.67, -3.35, 3.87], [-2.97, 3.54, -1.44]],
  "spin_multiplicity": 1,
  "homo_lumo_gap_ev": 4.88,
  "homo_energy_ev": -8.8
}


Q) {
  "formula": "C4H12N2O2",
  "method": "ωB97M-V with the def2-TZVPD basis set",
  "symbols": ["O", "O", "N", "N", "C", "C", "C", "C", "H", "H", "H", "H", "H", "H", "H", "H", "H", "H", "H", "H"],
  "positions_angstrom": [[0.69, -0.20, -1.98], [2.89, 0.95, 2.29], [-1.54, -1.60, -0.38], [1.80, -0.40, -0.02], [-2.84, 0.44, 0.34], [0.68, -0.01, -0.72], [-1.72, -0.07, -0.52], [-0.44, 0.60, -0.02], [2.93, 0.65, 3.31], [2.50, -0.92, -0.49], [2.03, -0.05, 0.85], [2.75, 1.89, 2.50], [-1.95, 0.38, -1.50], [-2.11, -2.12, -0.95], [-3.34, 1.22, -0.12], [-2.67, 0.89, 1.31], [-0.39, -1.83, -0.64], [-0.27, 1.72, -0.27], [-3.57, -0.44, 0.61], [-0.43, 0.73, 1.20]],
  "spin_multiplicity": 1,
  "homo_lumo_gap_ev": 9.38,
  "homo_energy_ev": -9.1
}


R) {
  "formula": "C4H12N2O2",
  "method": "ωB97M-V with the def2-TZVPD basis set",
  "symbols": ["O", "O", "N", "N", "C", "C", "C", "C", "H", "H", "H", "H", "H", "H", "H", "H", "H", "H", "H", "H"],
  "positions_angstrom": [[-2.12, 0.09, 0.45], [-0.85, -2.62, -0.18], [0.71, -1.01, -0.14], [-0.10, 2.04, 1.37], [-0.14, -1.87, 0.48], [0.65, -1.06, -1.60], [1.24, 0.28, 0.37], [0.35, 1.53, 0.05], [-2.35, -0.43, -0.34], [-0.48, 1.20, -0.57], [1.50, 0.21, 1.42], [-1.11, 1.87, 1.40], [1.05, -0.14, -2.00], [-0.05, -2.04, 1.56], [-0.38, -1.17, -1.97], [-0.16, 3.06, 1.26], [1.03, 2.22, -0.44], [1.12, -1.97, -1.96], [-2.03, -0.59, 1.13], [2.11, 0.39, -0.29]],
  "spin_multiplicity": 1,
  "homo_lumo_gap_ev": 9.89,
  "homo_energy_ev": -9.1
}


S) {
  "formula": "C4H12N2O2",
  "method": "ωB97M-V with the def2-TZVPD basis set",
  "symbols": ["O", "O", "N", "N", "C", "C", "C", "C", "H", "H", "H", "H", "H", "H", "H", "H", "H", "H", "H", "H"],
  "positions_angstrom": [[-1.60, -0.94, 1.62], [-1.46, -2.20, -0.60], [0.46, -1.03, 0.87], [-1.19, 1.11, -0.89], [-0.44, -0.61, 1.89], [1.32, 0.68, -0.74], [1.54, -0.04, 0.60], [0.16, 1.71, -0.91], [0.04, 2.56, -0.18], [1.36, -0.06, -1.60], [-1.96, -1.38, -0.34], [-1.40, 0.89, 0.04], [0.35, 2.07, -1.94], [2.45, -0.67, 0.46], [-0.08, -0.15, 2.77], [2.22, 1.34, -1.00], [1.59, 0.56, 1.49], [-1.89, -2.86, -0.19], [-1.44, 0.23, -1.39], [-0.02, -1.21, 0.03]],
  "spin_multiplicity": 1,
  "homo_lumo_gap_ev": 9.95,
  "homo_energy_ev": -9.0
}


Most favorable structure: R). The second most favorable one is 0.0263 hartree above it.


P) {
  "formula": "C4H12N2O2",
  "method": "ωB97M-V with the def2-TZVPD basis set",
  "symbols": ["O", "O", "N", "N", "C", "C", "C", "C", "H", "H", "H", "H", "H", "H", "H", "H", "H", "H", "H", "H"],
  "positions_angstrom": [[0.80, 2.03, -2.30], [-0.57, -2.24, -1.57], [2.21, -0.06, 1.70], [0.15, -0.59, -0.27], [-0.03, 0.53, 0.61], [0.84, 0.42, 1.91], [-2.28, -1.03, -0.46], [-0.89, -1.40, -0.73], [-2.58, -0.88, 0.56], [0.12, 1.59, 0.21], [-1.12, 0.52, 0.82], [-2.50, -0.09, -0.98], [0.91, 1.43, 2.32], [-2.93, -1.81, -0.85], [0.93, -0.67, -0.88], [2.73, 0.51, 1.05], [1.01, 1.15, -1.99], [2.26, -1.03, 1.41], [0.48, 1.94, -3.21], [0.46, -0.30, 2.66]],
  "spin_multiplicity": 1,
  "homo_lumo_gap_ev": 9.87,
  "homo_energy_ev": -9.3
}


Q) {
  "formula": "C4H12N2O2",
  "method": "ωB97M-V with the def2-TZVPD basis set",
  "symbols": ["O", "O", "N", "N", "C", "C", "C", "C", "H", "H", "H", "H", "H", "H", "H", "H", "H", "H", "H", "H"],
  "positions_angstrom": [[-2.19, -0.02, 2.33], [1.99, 1.66, -1.55], [-0.88, -2.18, 0.39], [-0.50, 1.11, 0.33], [0.47, -1.68, 0.35], [0.99, -0.63, -0.58], [0.83, 1.77, -1.40], [0.03, 0.56, -0.87], [-0.76, 0.13, -1.56], [0.18, 2.57, -1.47], [-2.40, -0.97, 2.27], [1.34, -0.98, -1.61], [-1.36, 0.09, 2.68], [2.00, -0.32, -0.16], [0.75, -1.21, 1.37], [-1.54, -1.59, -0.19], [-0.03, 1.65, 0.87], [1.34, -2.49, 0.38], [-1.12, 0.61, 0.87], [-1.03, -3.20, 0.25]],
  "spin_multiplicity": 1,
  "homo_lumo_gap_ev": 9.78,
  "homo_energy_ev": -9.0
}


R) {
  "formula": "C4H12N2O2",
  "method": "ωB97M-V with the def2-TZVPD basis set",
  "symbols": ["O", "O", "N", "N", "C", "C", "C", "C", "H", "H", "H", "H", "H", "H", "H", "H", "H", "H", "H", "H"],
  "positions_angstrom": [[0.89, 2.42, 0.76], [0.89, -1.69, -0.58], [-0.25, 0.51, 1.97], [-1.11, -1.94, 0.49], [-1.14, 1.06, -1.60], [0.09, -1.45, 0.31], [0.64, -0.42, 1.40], [-0.08, 0.37, -2.41], [-0.75, 2.01, -1.26], [0.05, 0.79, -3.42], [1.35, 3.16, 1.18], [-0.27, -0.70, -2.67], [-1.48, -1.60, 1.38], [0.91, 0.42, -1.91], [-2.07, 1.17, -2.18], [-0.17, 0.54, 2.99], [1.39, 0.20, 0.86], [0.01, 1.47, 1.61], [1.15, -1.02, 2.15], [-1.38, 0.52, -0.67]],
  "spin_multiplicity": 1,
  "homo_lumo_gap_ev": 4.64,
  "homo_energy_ev": -9.5
}


Most favorable structure: P). The second most favorable one is 0.0829 hartree above it.


P) {
  "formula": "C4H12N2O2",
  "method": "ωB97M-V with the def2-TZVPD basis set",
  "symbols": ["O", "O", "N", "N", "C", "C", "C", "C", "H", "H", "H", "H", "H", "H", "H", "H", "H", "H", "H", "H"],
  "positions_angstrom": [[0.51, -0.98, -2.65], [0.40, 0.35, 2.19], [-0.89, 2.03, 0.03], [0.09, -1.16, -0.44], [2.03, 0.08, -1.10], [0.81, -0.72, -1.50], [-1.12, -1.94, -0.59], [-0.51, 0.65, 2.91], [-1.22, -2.18, -1.65], [-1.05, -2.86, -0.01], [-0.02, 2.56, 0.02], [-0.82, 1.34, -0.70], [2.34, 0.71, -1.94], [2.84, -0.61, -0.87], [-1.46, 0.09, 2.93], [1.83, 0.69, -0.23], [-0.46, 1.50, 3.60], [-1.99, -1.37, -0.26], [0.32, -0.83, 0.49], [-1.63, 2.66, -0.22]],
  "spin_multiplicity": 1,
  "homo_lumo_gap_ev": 9.99,
  "homo_energy_ev": -9.3
}


Q) {
  "formula": "C4H12N2O2",
  "method": "ωB97M-V with the def2-TZVPD basis set",
  "symbols": ["O", "O", "N", "N", "C", "C", "C", "C", "H", "H", "H", "H", "H", "H", "H", "H", "H", "H", "H", "H"],
  "positions_angstrom": [[-1.01, -1.30, -2.09], [2.43, 0.47, 1.52], [-0.18, 1.85, 0.48], [0.85, 0.51, -1.12], [-0.45, -0.54, 0.57], [0.07, 0.62, -0.02], [-1.98, -0.72, -1.17], [1.34, -0.36, 1.88], [0.47, 2.59, 0.24], [2.72, 0.21, 0.64], [-1.16, -0.46, 1.38], [1.61, -1.42, 1.92], [-2.70, -1.47, -0.83], [0.94, 0.00, 2.83], [1.06, 1.37, -1.61], [-0.50, 1.88, 1.43], [0.56, -0.26, -1.73], [-1.43, -1.61, -2.89], [-2.47, 0.15, -1.61], [-0.18, -1.50, 0.19]],
  "spin_multiplicity": 1,
  "homo_lumo_gap_ev": [6.36, 6.07],
  "homo_energy_ev": [-5.6, -5.4]
}


Most favorable structure: P). The second most favorable one is 0.1907 hartree above it.


P) {
  "formula": "C4H12N2O2",
  "method": "ωB97M-V with the def2-TZVPD basis set",
  "symbols": ["O", "O", "N", "N", "C", "C", "C", "C", "H", "H", "H", "H", "H", "H", "H", "H", "H", "H", "H", "H"],
  "positions_angstrom": [[-0.90, -0.17, -1.67], [-1.65, -2.91, 1.33], [2.28, 1.52, 0.85], [-2.25, 0.47, -0.02], [1.82, -0.73, -0.34], [-0.99, 0.53, -0.67], [0.14, 1.21, 0.10], [1.54, 0.79, -0.23], [0.23, 2.33, 0.02], [0.89, -1.35, -0.77], [-0.05, 1.05, 1.11], [-0.68, -3.04, 1.55], [-2.90, -0.18, -0.46], [3.21, 1.71, 0.57], [-1.80, -2.07, 0.79], [1.73, 1.21, -1.31], [2.24, 0.95, 1.68], [1.92, -1.15, 0.77], [2.84, -0.86, -0.77], [-2.54, 1.29, 0.52]],
  "spin_multiplicity": 1,
  "homo_lumo_gap_ev": 10.47,
  "homo_energy_ev": -9.8
}


Q) {
  "formula": "C4H12N2O2",
  "method": "ωB97M-V with the def2-TZVPD basis set",
  "symbols": ["O", "O", "N", "N", "C", "C", "C", "C", "H", "H", "H", "H", "H", "H", "H", "H", "H", "H", "H", "H"],
  "positions_angstrom": [[-1.16, -1.23, 0.46], [-1.16, 1.43, -0.39], [1.12, -1.87, 0.55], [-0.76, -0.25, -2.20], [0.16, -0.82, 0.69], [0.05, 1.84, 1.63], [-0.03, 1.35, 0.20], [0.48, -0.52, -1.91], [1.20, 0.28, -1.84], [-1.68, -0.41, 0.32], [0.29, -0.44, 1.69], [-1.40, -1.04, -2.22], [0.86, -1.53, -2.00], [0.93, -2.48, -0.24], [-0.77, 1.44, 2.23], [-1.12, 0.63, -1.70], [0.89, 1.56, -0.37], [1.00, 1.60, 2.10], [-0.06, 2.93, 1.61], [1.16, -2.45, 1.38]],
  "spin_multiplicity": 1,
  "homo_lumo_gap_ev": [7.20, 7.19],
  "homo_energy_ev": [-7.0, -7.0]
}


Most favorable structure: P). The second most favorable one is 0.1160 hartree above it.